A molecular structure, C15H23AsNiO11PS. Source: OMol25; level of theory: the ωB97M-V functional and the def2-TZVPD basis.

```
53
Properties=species:S:1:pos:R:3:forces:R:3
Ni 1.953835 -1.043488 1.292092 -0.001 -0.219 -0.216
O 1.816413 -2.233903 -1.717935 0.067 -0.007 -0.050
As 3.331833 -1.332969 -1.417858 0.011 -0.035 0.001
O 4.513342 -2.065431 -2.262245 -0.046 0.037 -0.024
O 3.452555 -1.338202 0.257905 0.143 0.072 0.036
C 2.866462 0.405777 -2.112294 -0.025 0.027 -0.063
C 2.766037 0.395086 -3.500818 -0.015 0.030 -0.012
C 2.406379 1.538018 -4.198470 0.020 -0.065 -0.012
C 2.146991 2.705750 -3.503569 -0.017 0.050 0.026
C 2.256641 2.730403 -2.121366 -0.012 0.033 0.002
C 2.618840 1.589957 -1.417324 -0.003 -0.020 0.023
S 2.803213 1.779394 0.361829 0.068 -0.011 -0.060
O 2.339435 3.112971 0.653776 -0.003 0.002 0.014
O 4.175841 1.478721 0.659581 -0.027 0.007 0.009
O 1.829024 0.793800 0.938056 0.011 0.085 0.054
H 2.083506 -2.994942 -2.250815 -0.043 0.008 -0.001
H 2.984762 -0.520909 -4.036546 0.000 -0.002 0.001
H 2.331901 1.512346 -5.278251 0.004 -0.007 0.002
H 1.862855 3.605559 -4.035012 -0.001 0.001 0.009
H 2.066503 3.634392 -1.560479 -0.002 0.005 -0.009
C -1.798492 -1.219727 -1.230899 -0.007 0.033 -0.002
C -1.981251 -2.198051 -0.077107 -0.093 0.017 -0.060
C -3.352429 -2.049747 0.570314 0.019 0.003 0.001
C -1.769782 -3.629474 -0.550925 0.053 0.006 0.017
O -0.920539 -1.972747 0.875690 0.039 -0.064 0.092
P -0.903987 -0.940943 2.107008 0.046 0.024 -0.160
O -1.877254 -1.212692 3.178242 -0.042 -0.020 0.010
O 0.572639 -0.986108 2.516922 -0.047 0.162 0.288
O -1.182881 0.425815 1.326771 -0.145 -0.019 -0.010
C -1.540356 1.681685 1.963350 0.082 -0.024 -0.039
C -3.020758 1.643657 2.316198 -0.002 0.023 0.016
C -0.679194 1.918739 3.196281 -0.016 0.025 0.001
C -1.251835 2.731797 0.902184 0.011 0.007 0.025
H -2.537918 -1.415002 -2.011324 -0.001 -0.019 0.006
H -0.798877 -1.328503 -1.653096 0.026 -0.015 -0.011
H -1.914192 -0.195787 -0.878232 -0.002 -0.021 -0.020
H -4.122372 -2.322350 -0.154388 0.001 -0.004 -0.015
H -3.524716 -1.022789 0.890891 -0.005 0.002 0.017
H -3.434865 -2.694962 1.445000 -0.007 0.022 -0.007
H -2.496507 -3.887880 -1.323173 -0.009 0.011 0.003
H -1.880515 -4.321528 0.285233 -0.002 -0.004 -0.004
H -0.765569 -3.736027 -0.964185 0.001 0.010 0.001
H -3.221208 0.827902 3.009921 -0.003 0.000 -0.002
H -3.619904 1.502740 1.413618 0.005 -0.013 -0.002
H -3.311119 2.591298 2.775513 -0.015 -0.007 0.005
H -0.876909 1.160061 3.954832 0.015 0.011 0.013
H -0.911502 2.901036 3.613322 -0.006 -0.006 0.009
H 0.375448 1.894109 2.925720 0.015 -0.021 -0.008
H -1.818986 2.513912 -0.005251 0.002 -0.002 0.001
H -0.187656 2.744772 0.668255 -0.004 0.006 -0.012
H -1.542148 3.719152 1.267454 -0.005 0.007 -0.004
O 1.824616 -3.996973 1.480855 -0.027 -0.002 -0.062
C 1.864661 -2.877741 1.414728 -0.002 -0.118 0.184
```
Forces are in eV/Å.

Output
E_LUMO (spin up / spin down): 2.63 / 2.67 eV
Total energy: -5896.9409 Eh
HOMO-LUMO gap (spin up / spin down): 9.7441 / 9.7822 eV
Total charge: -1
HOMO (spin up / spin down): -7.119 / -7.113 eV

Here are the Löwdin charges for atoms 1 to 2, given in e: number 1, Ni, carries 0.4677; number 2, O, carries -0.2624


A molecular structure, C15H23BClN6O4V in a non-equilibrium geometry. Source: OMol25; level of theory: the ωB97M-V functional and the def2-TZVPD basis.

```
51
Properties=species:S:1:pos:R:3:forces:R:3
V -0.042590 -0.072967 -1.700494 -1.593 -2.657 5.207
C -1.788490 2.952833 -2.042694 -0.626 1.293 -0.038
C -1.489790 2.433733 -0.676494 -0.480 0.797 -0.749
C -1.836490 3.033133 0.522006 0.083 -0.125 -0.322
C -1.346090 2.182633 1.490706 -0.046 0.071 0.498
C -1.455290 2.370433 2.971206 0.176 -0.283 0.309
N -0.746390 1.144433 0.874806 -0.322 0.469 2.056
N -0.826390 1.284333 -0.438594 -0.366 0.295 -1.536
B -0.043790 -0.072967 1.454606 0.088 0.044 0.407
N 1.362110 -0.072967 0.875706 0.410 -0.023 2.120
N 1.524110 -0.072967 -0.437594 0.466 -0.157 -1.550
C 2.851710 -0.072867 -0.673894 0.869 -0.038 -0.963
C 3.460710 -0.072767 -2.035294 2.126 -0.267 0.194
C 3.543210 -0.072867 0.524206 -0.199 0.016 -0.130
C 2.560810 -0.072967 1.492406 0.203 -0.005 0.440
C 2.777110 -0.073067 2.973006 -0.335 0.010 0.308
N -0.746390 -1.290467 0.874806 -0.249 -0.394 2.082
N -0.826390 -1.430367 -0.438594 -0.267 -0.446 -2.232
C -1.489990 -2.580067 -0.675794 -0.417 -0.720 -0.918
C -1.793490 -3.107067 -2.037494 -0.209 -0.359 -0.252
C -1.836590 -3.179267 0.521906 0.055 0.091 -0.339
C -1.346090 -2.328767 1.490706 -0.024 -0.038 0.456
C -1.455290 -2.516567 2.971206 0.163 0.279 0.304
H -2.342890 3.913233 -1.982694 0.310 -0.642 0.159
H -0.838390 3.117733 -2.592094 -1.023 0.540 0.412
H -2.405990 2.212833 -2.592994 0.086 0.965 0.280
H -2.372690 3.962033 0.666606 0.130 -0.213 -0.060
H -1.997990 3.310433 3.205306 0.384 -0.665 -0.240
H -2.007990 1.515933 3.414306 0.384 0.537 -0.080
H -0.439290 2.421533 3.415206 -0.658 -0.063 -0.079
H -0.044390 -0.072967 2.646406 -0.009 -0.005 -0.057
H 2.666110 -0.072767 -2.810794 4.935 -0.035 1.285
H 4.090010 0.832733 -2.161894 -0.199 -0.558 0.083
H 4.090110 -0.978167 -2.161994 -0.125 0.587 0.176
H 4.615710 -0.072867 0.668306 -0.243 0.006 -0.056
H 3.862410 -0.073067 3.207706 -0.769 0.001 -0.242
H 2.313210 0.832633 3.416306 0.273 -0.600 -0.077
H 2.313210 -0.978667 3.416306 0.271 0.598 -0.078
H -1.395690 -2.418567 -2.812594 -0.542 -0.939 0.359
H -1.323890 -4.104767 -2.164194 -0.348 0.563 -0.010
H -2.892290 -3.199367 -2.164994 0.663 -0.020 -0.010
H -2.372890 -4.108167 0.665406 0.121 0.208 -0.035
H -1.997990 -3.456667 3.205206 0.384 0.666 -0.243
H -0.439290 -2.567667 3.415106 -0.656 0.067 -0.085
H -2.007990 -1.662167 3.414406 0.387 -0.534 -0.084
O 0.218910 0.382033 -4.960794 0.152 0.126 2.332
Cl 0.514410 0.893033 -3.633194 1.418 4.810 -12.805
O 1.236910 2.144133 -3.786794 -0.863 -1.721 1.579
O 1.437710 -0.073867 -2.982494 -6.333 -0.199 0.185
O -0.784090 1.209033 -2.981694 1.585 -2.664 0.745
H -0.705190 -1.220167 -2.847694 0.782 1.332 1.292
```
Forces are in eV/Å.

Output
E_LUMO (spin up / spin down): -5.28 / -4.55 eV
Total energy: -2643.3618 Eh
HOMO-LUMO gap (spin up / spin down): 7.1652 / 7.8982 eV
Total charge: +1
Spin multiplicity: 2
HOMO (spin up / spin down): -12.448 / -12.453 eV

Here are the Löwdin charges for atoms 1 to 2, given in e: number 1, V, carries 0.9940; number 2, C, carries -0.0260


A molecular structure, C15H23BaI2N4S2 in a non-equilibrium geometry. Source: OMol25; level of theory: the ωB97M-V functional and the def2-TZVPD basis.

```
47
Properties=species:S:1:pos:R:3:forces:R:3
Ba -0.110265 -1.302971 2.076796 1.052 0.198 0.246
I -4.257889 -3.070265 6.551413 -0.146 -0.282 -0.679
C -4.450567 -2.886828 4.424960 -1.825 -0.558 -0.025
I -4.727856 -4.588703 3.069669 0.124 0.174 0.663
H -3.510121 -2.558211 4.078823 0.555 0.966 -0.280
H -5.365609 -2.285330 4.192248 1.340 -0.229 0.304
C 0.840235 -1.741097 -2.960472 -0.130 1.207 -1.772
C 0.608843 -1.302847 -1.536862 -0.529 0.242 1.640
N -0.622752 -1.879502 -0.873686 -0.391 -0.754 -1.509
C -1.797563 -1.757427 -1.843063 -0.116 2.158 1.243
C -1.520289 -2.443316 -3.143698 -0.467 -1.318 -1.788
N -0.083083 -2.921427 -3.235085 0.640 0.919 2.789
C 0.284287 -3.885535 -2.078962 -0.300 -1.200 0.484
C -0.392279 -3.344398 -0.794948 0.447 0.133 0.264
H 1.896844 -1.975778 -3.142754 -0.409 -0.534 0.117
H 0.636101 -0.909059 -3.698811 -0.243 -1.034 0.706
H 0.494454 -0.241368 -1.447580 -0.041 0.736 -0.402
H 1.470011 -1.517448 -0.901358 0.039 -0.361 0.098
H -2.028264 -0.653104 -2.037065 0.470 -1.458 0.485
H -2.713686 -2.207433 -1.417729 0.609 0.355 0.168
H -1.755483 -1.802305 -4.013002 0.541 -0.210 0.365
H -2.174877 -3.327880 -3.289920 0.579 0.289 0.198
H 0.110957 -3.302347 -4.126865 0.213 -0.712 -1.183
H 1.402593 -3.998501 -1.997951 -1.230 0.311 -0.364
H -0.204129 -4.889639 -2.142675 0.758 0.729 -0.998
H 0.199524 -3.595665 0.108217 0.103 -0.001 -0.633
H -1.332493 -3.887991 -0.704885 -0.204 0.369 0.257
S 3.161410 -2.222164 2.866821 -0.612 0.148 0.105
C 3.004620 -1.908869 1.325549 -1.187 0.222 -0.292
N 1.073232 2.411817 3.197715 -0.223 -0.774 0.355
C -0.040087 2.405776 2.450628 1.080 0.254 0.502
S -1.411057 1.583353 3.049453 0.025 -0.585 -0.705
N 0.006193 3.075987 1.282072 -1.537 -0.834 0.550
C 0.986069 3.960112 0.736460 1.276 0.249 -0.648
C 1.339449 3.736409 -0.607652 -0.361 1.008 0.311
C 2.060679 4.723422 -1.311103 -0.726 -2.092 0.109
C 2.597311 5.803337 -0.680395 0.836 0.517 0.147
C 2.329955 5.967602 0.659630 -0.415 0.656 1.757
C 1.558465 5.058954 1.414713 -0.847 0.152 -1.208
H 1.171856 1.817660 4.027028 -0.372 0.669 -0.576
H 1.901608 2.774700 2.790676 0.876 0.469 -0.158
H -0.883708 2.953753 0.787320 0.638 0.501 0.042
H 0.953483 2.849494 -1.113973 0.054 0.338 0.021
H 2.166685 4.560631 -2.358269 0.392 0.011 -0.630
H 3.298861 6.474269 -1.191393 -0.704 -0.076 0.114
H 2.604346 6.921232 1.149900 0.165 -0.848 -0.219
H 1.223969 5.328894 2.410075 0.205 -0.119 0.028
```
Forces are in eV/Å.

Output
E_LUMO (spin up / spin down): -5.97 / -6.04 eV
Total energy: -2220.9954 Eh
HOMO-LUMO gap (spin up / spin down): 4.7917 / 7.4729 eV
Total charge: +2
Spin multiplicity: 2
HOMO (spin up / spin down): -10.767 / -13.514 eV

Here are the Löwdin charges for atoms 1 to 2, given in e: number 1, Ba, carries 1.3744; number 2, I, carries 0.7269


A molecular structure, C15H23FeN3O3STe. Source: OMol25; level of theory: the ωB97M-V functional and the def2-TZVPD basis.

```
47
Properties=species:S:1:pos:R:3:forces:R:3
Fe -0.050666 0.064235 -0.834748 0.087 0.425 -0.496
C 1.709647 2.160105 0.642151 -0.060 0.100 0.015
O 0.849900 1.081884 1.016945 -0.033 0.067 0.070
C -0.281870 1.558167 1.742494 0.010 0.048 -0.042
C -1.170619 0.376393 2.023610 -0.100 0.036 -0.061
O -1.528779 -0.146524 0.756460 0.092 -0.039 0.055
C -2.362683 -1.288716 0.722958 -0.009 -0.046 0.036
C -2.508169 -1.636669 -0.735384 0.015 0.020 -0.079
O -1.194273 -1.863673 -1.236900 -0.022 -0.005 0.055
C -1.205049 -2.157365 -2.638676 -0.021 -0.019 0.021
H 1.156528 2.890926 0.047467 0.004 -0.018 -0.010
H 2.498544 1.741115 0.025103 -0.033 0.092 0.036
H 2.134629 2.618856 1.540250 0.008 0.003 0.014
H -0.824570 2.282554 1.123224 0.049 0.005 0.015
H 0.038507 2.027171 2.679754 0.009 -0.017 -0.020
H -2.064759 0.699186 2.567142 0.019 -0.023 0.003
H -0.642290 -0.384249 2.600740 0.059 -0.111 0.128
H -3.337031 -1.066019 1.169374 0.009 0.008 -0.017
H -1.894059 -2.114553 1.273197 -0.079 0.071 0.013
H -2.958378 -0.796395 -1.276690 -0.001 -0.020 0.006
H -3.122442 -2.535153 -0.857198 0.013 -0.003 -0.001
H -1.654627 -1.328196 -3.188430 0.027 0.010 -0.006
H -1.751705 -3.088767 -2.808168 -0.011 -0.015 -0.016
H -0.169114 -2.272828 -2.944794 0.000 -0.011 -0.005
C 4.462637 1.008261 -2.303026 0.042 0.099 -0.110
N 4.354489 0.423054 -0.977165 0.032 -0.061 -0.164
C 5.185175 0.646800 0.099862 0.090 0.122 -0.112
C 4.699509 -0.040615 1.138508 -0.257 -0.110 0.069
N 3.546359 -0.703546 0.702035 0.087 0.121 -0.125
C 3.338448 -0.410170 -0.639345 0.102 0.005 0.648
S 2.146953 -0.862881 -1.701440 -0.327 -0.298 -0.362
C 2.811147 -1.595686 1.520224 -0.157 -0.190 0.106
C 3.397829 -2.099978 2.681122 0.291 0.076 -0.016
C 2.678686 -2.976552 3.466217 -0.074 -0.030 0.004
C 1.403290 -3.350357 3.068029 0.048 0.101 -0.112
C 0.921148 -2.800807 1.892646 0.020 -0.080 0.085
N 1.591464 -1.930402 1.144753 -0.005 0.172 -0.132
H 5.299494 1.702520 -2.310269 0.005 -0.005 0.053
H 3.537790 1.528393 -2.555975 -0.002 -0.018 0.059
H 4.621940 0.231152 -3.048856 0.015 -0.017 0.042
H 6.039866 1.295513 0.043418 0.011 0.015 -0.045
H 5.042509 -0.082995 2.153228 0.004 0.026 -0.006
H 4.409993 -1.835912 2.949089 -0.028 -0.064 0.043
H 3.118950 -3.378838 4.368887 0.009 0.006 -0.001
H 0.807885 -4.047983 3.638004 -0.012 -0.015 0.012
H -0.055796 -3.072240 1.518668 -0.085 -0.044 -0.036
Te -0.801196 1.868580 -2.427224 0.158 -0.370 0.387
```
Forces are in eV/Å.

Output
E_LUMO (spin up / spin down): 0.21 / 0.17 eV
Total energy: -2905.2242 Eh
HOMO-LUMO gap (spin up / spin down): 5.2301 / 5.2764 eV
Spin multiplicity: 5
HOMO (spin up / spin down): -5.016 / -5.106 eV

Here are the Löwdin charges for atoms 1 to 2, given in e: number 1, Fe, carries 0.0584; number 2, C, carries -0.0909


2 unconnected molecules or ions with the total composition C15H23INO3S in a non-equilibrium geometry. Source: OMol25; level of theory: the ωB97M-V functional and the def2-TZVPD basis.

```
44
Properties=species:S:1:pos:R:3:forces:R:3
C -5.165324 -1.915328 -1.333042 -0.071 -1.545 -0.747
C -4.100436 -2.916510 -2.135408 -0.755 0.265 -2.413
N -4.348698 -3.111184 -3.468557 1.487 0.342 5.134
C -2.918383 -3.589643 -1.230047 -0.396 -0.506 0.280
C -1.506970 -3.883707 -2.007107 -1.048 1.689 0.090
I -0.457158 -5.303814 -0.639830 -0.061 0.273 -0.085
C -0.570790 -2.552237 -2.178856 1.020 -0.793 0.907
C -0.506359 -1.552541 -0.888335 -0.094 3.666 2.168
C 0.204183 -1.840724 0.558718 -1.238 3.197 -0.116
C 0.241910 -0.738184 1.814782 -1.944 1.154 -3.663
C -0.450695 0.748237 1.632216 0.316 -3.460 -3.176
C -1.148942 1.066078 0.171224 1.463 -2.907 0.837
C -1.206881 -0.045148 -1.075139 1.478 0.314 3.532
C -1.942989 0.466182 -2.453620 0.502 -0.157 0.334
H -5.676595 -1.234027 -2.135486 1.094 -1.137 1.654
H -6.012339 -2.652673 -0.927400 1.811 1.679 -0.654
H -4.674266 -1.344711 -0.437218 -0.906 -1.060 -1.865
H -3.625318 -3.782092 -3.806784 -0.303 0.482 0.408
H -3.330214 -4.654155 -0.879527 0.757 2.277 -0.798
H -2.824798 -2.953727 -0.246647 -0.230 -0.973 -1.663
H 0.541953 -2.946838 -2.356405 -2.403 0.864 0.381
H -0.879007 -2.018973 -3.178100 0.369 -0.642 2.220
H 0.750371 -2.856449 0.758235 -1.311 2.121 -0.601
H 0.775041 -1.042048 2.826781 -1.266 0.694 -2.384
H -0.400895 1.533533 2.521021 -0.229 -1.799 -2.233
H -1.614464 2.157647 0.039279 1.056 -2.729 0.139
H -1.163570 0.518351 -3.355452 -1.698 -0.245 2.001
H -2.396627 1.559219 -2.322121 1.017 -2.457 -0.067
H -2.800791 -0.282950 -2.724240 1.636 1.432 0.400
O 2.724047 4.312906 3.252557 0.783 -0.034 -0.820
S 3.947152 4.045136 2.526293 0.053 -0.804 -0.267
O 4.285948 4.746497 1.306137 -0.542 -0.328 1.028
O 4.066460 2.442764 2.258481 0.735 1.554 0.892
C 2.985752 1.775307 1.623059 -1.036 -0.630 -0.869
C 2.996066 2.008014 0.123982 -0.054 0.252 -0.233
C 5.314580 4.183923 3.650466 0.069 -0.168 0.032
H 2.029145 2.074206 2.063861 0.210 0.035 0.004
H 3.111260 0.705200 1.819207 0.147 0.279 0.204
H 2.774393 3.052973 -0.112563 -0.003 -0.125 0.033
H 2.246302 1.382992 -0.369298 0.041 -0.006 0.171
H 3.980932 1.783144 -0.297611 -0.112 -0.064 0.102
H 5.091914 3.608172 4.550518 -0.018 0.061 -0.178
H 5.440347 5.238835 3.901450 -0.148 -0.100 -0.135
H 6.214753 3.808347 3.160526 -0.179 0.038 0.017
```
Forces are in eV/Å.

Output
E_LUMO: 2.03 eV
Total energy: -1561.3196 Eh
HOMO-LUMO gap: 5.0523 eV
Total charge: -1
HOMO: -3.024 eV

Here are the Löwdin charges for atoms 1 to 2, given in e: number 1, C, carries -0.1088; number 2, C, carries -0.3537


Among the records above, which one has the lowest total energy? C15H23AsNiO11PS


What is the total energy in the fourth record? -2905.2242 Eh


Look up the total energy of the first one. -5896.9409 Eh


What is the formula in the first record? C15H23AsNiO11PS